No. 1
DFT (ωB97M-V/def2-TZVPD) results for a molecular structure, CH3BBr2.

energy above the lowest of the compared OMol25 structures with the same formula, charge and spin = 397.1 kJ/mol
frontier orbital gap = 0.28779 Eh
HOMO level = -8.824 eV
total charge = 0

Last column: natural (NBO) charge in e.
Cartesian coordinates (Å):
B1 1.12034 -1.42133 -0.29679  0.220
C1 -1.56524 1.64382 -0.06266  -0.307
Br1 -0.26568 2.64158 0.78242  0.096
Br2 -0.24805 -0.41618 -1.05524  0.013
H1 2.00492 -0.89626 0.25158  -0.064
H2 0.99396 -2.58932 -0.34267  -0.063
H3 -2.04025 1.03770 0.72337  0.105

Atomic forces in eV per Å
0.138 -0.634 0.406
-0.460 0.212 -0.574
0.176 0.241 0.401
-0.533 0.188 -0.581
0.326 0.301 0.132
0.106 -0.216 -0.100
0.248 -0.092 0.316



No. 2
DFT (ωB97M-V/def2-TZVPD) results for a single CH3Br2ClOSi molecule in a non-equilibrium geometry.

SMILES = CO[Si](Cl)(Br)Br
energy above the lowest of the compared OMol25 structures with the same formula, charge and spin = 93.5 kJ/mol
frontier orbital gap = 0.38769 Eh
HOMO level = -10.901 eV
total charge = 0

Last column: natural (NBO) charge in e.
Cartesian coordinates (Å):
C1 -0.76225 0.13116 0.77725  -0.243
O1 -0.82807 -1.14889 0.18725  -0.922
Si1 -0.97645 -2.53660 0.98084  1.531
Cl1 1.03699 -3.23891 2.12974  -0.437
Br1 -2.58568 -2.50074 2.44503  -0.260
Br2 -1.61791 -3.92561 -0.56298  -0.246
H1 0.02030 0.12510 1.49365  0.188
H2 -1.74281 0.37871 1.23458  0.188
H3 -0.52155 0.77193 -0.05445  0.201

Atomic forces in eV per Å
-0.966 0.105 -0.304
0.118 -0.978 0.117
1.789 -1.085 0.794
-2.724 1.041 -1.620
0.103 0.152 0.411
0.380 -0.338 -0.041
0.682 0.397 0.819
0.643 0.066 -0.236
-0.025 0.642 0.059